P | # C16H21N3O3S

An isolated molecule of C16H21N3O3S (the ωB97M-V functional and the def2-TZVPD basis, the OMol25 dataset).

```
44
Properties=species:S:1:pos:R:3
C -1.789 -2.725 0.313
H -1.364 -3.688 0.034
H -2.704 -2.894 0.875
H -2.034 -2.180 -0.596
C -0.805 -1.911 1.153
N 0.405 -1.653 0.418
C 1.374 -2.472 0.328
N 1.527 -3.664 0.934
H 0.727 -4.019 1.436
C 2.594 -4.599 0.672
C 2.255 -5.559 -0.467
H 3.079 -6.249 -0.626
H 1.361 -6.133 -0.232
H 2.086 -5.003 -1.385
H 2.785 -5.158 1.592
H 3.490 -4.026 0.420
S 2.686 -1.931 -0.726
C 1.898 -0.379 -1.223
C 0.790 -0.528 -2.246
C -0.335 0.357 -1.730
O -1.367 0.579 -2.308
N 0.025 0.837 -0.492
C -0.750 1.756 0.256
C -1.464 2.739 -0.410
C -2.229 3.661 0.304
C -2.265 3.597 1.692
C -1.531 2.620 2.345
C -0.776 1.699 1.647
H -0.195 0.961 2.172
H -1.553 2.578 3.423
H -2.846 4.296 2.271
O -2.888 4.581 -0.452
C -3.680 5.544 0.199
H -4.103 6.161 -0.592
H -3.081 6.173 0.866
H -4.492 5.080 0.769
H -1.456 2.809 -1.484
C 1.230 0.285 -0.017
O 1.776 0.583 1.015
H 1.077 -0.219 -3.251
H 0.421 -1.553 -2.301
H 2.714 0.260 -1.568
H -1.248 -0.938 1.374
H -0.603 -2.419 2.108
```

HOMO level (eV): -8.295
Total charge: 0
LUMO level (eV): 0.615
SMILES string: CC/N=C(\NCC)S[C@H]1CC(=O)N(c2cccc(OC)c2)C1=O

Mulliken population analysis, charges in e, atoms 1 to 6: number 1, C, carries -1.08; number 2, H, carries 0.26; number 3, H, carries 0.41; number 4, H, carries 0.27; number 5, C, carries -0.87; number 6, N, carries -0.03

Q | # C16H21N3O3S

An isolated molecule of C16H21N3O3S (the ωB97M-V functional and the def2-TZVPD basis, the OMol25 dataset).

```
44
Properties=species:S:1:pos:R:3
C 1.279 2.878 -2.663
H 1.505 3.949 -2.719
O 1.787 2.313 -1.480
C 1.244 2.884 -0.313
C 1.571 1.990 0.886
N 0.844 0.753 0.828
C -0.491 0.614 1.067
N -0.866 -0.629 0.936
N 0.223 -1.338 0.612
C 1.249 -0.530 0.538
C 2.602 -0.978 0.250
C 3.014 -2.196 0.790
C 4.288 -2.669 0.544
C 5.162 -1.937 -0.245
C 4.748 -0.739 -0.802
C 3.473 -0.257 -0.563
H 3.143 0.655 -1.034
H 5.420 -0.177 -1.434
H 6.159 -2.306 -0.435
H 4.603 -3.612 0.967
H 2.321 -2.757 1.397
S -1.547 1.925 1.495
C -3.106 1.022 1.297
C -3.100 0.312 -0.051
O -2.631 0.786 -1.053
O -3.718 -0.847 0.052
C -3.691 -1.743 -1.077
C -5.125 -2.137 -1.405
H -5.131 -2.829 -2.242
H -5.582 -2.617 -0.544
H -5.710 -1.260 -1.670
C -2.827 -2.939 -0.697
H -1.852 -2.598 -0.360
H -3.298 -3.494 0.111
H -2.703 -3.593 -1.555
H -3.240 -1.204 -1.919
H -3.222 0.301 2.103
H -3.897 1.771 1.331
H 2.639 1.766 0.907
H 1.286 2.517 1.803
H 0.154 2.981 -0.409
H 1.666 3.887 -0.144
H 1.766 2.358 -3.486
H 0.194 2.737 -2.730
```

HOMO level (eV): -8.207
Total charge: 0
LUMO level (eV): 0.610
SMILES string: COCCn1c(SCC(=O)OC(C)C)nnc1-c1ccccc1

Mulliken population analysis, charges in e, atoms 1 to 6: number 1, C, carries -0.82; number 2, H, carries 0.31; number 3, O, carries -0.19; number 4, C, carries -0.41; number 5, C, carries -1.37; number 6, N, carries 0.24

Which of them is most stable? Easy: P.

P | # C2H3NO

A structure of composition C2H3NO (the ωB97M-V functional and the def2-TZVPD basis, the OMol25 dataset).

```
7
Properties=species:S:1:pos:R:3
C 1.165 0.511 0.019
C -0.601 -0.198 0.012
N 0.016 1.127 0.001
O 0.875 -0.782 -0.068
H 2.144 0.881 0.222
H -1.175 -0.391 0.875
H -1.091 -0.701 -0.742
```

HOMO level (eV): -10.142
Total charge: 0
LUMO level (eV): 1.064

Mulliken population analysis, charges in e, atoms 1 to 6: number 1, C, carries 0.14; number 2, C, carries -0.06; number 3, N, carries -0.52; number 4, O, carries -0.38; number 5, H, carries 0.35; number 6, H, carries 0.24

Q | # C2H3NO

A cluster of 2 separate species, C2H3NO in total (the ωB97M-V functional and the def2-TZVPD basis, the OMol25 dataset).

```
7
Properties=species:S:1:pos:R:3
C -2.388 0.018 0.020
C -0.095 -0.156 -0.311
N -3.519 0.233 0.030
O 0.368 1.068 -0.109
H 0.001 -0.929 0.573
H -0.109 -0.608 -1.386
H 0.755 1.006 0.794
```

HOMO level (eV): -10.547
Total charge: 0
LUMO level (eV): -0.637

Mulliken population analysis, charges in e, atoms 1 to 6: number 1, C, carries -0.12; number 2, C, carries -0.16; number 3, N, carries -0.32; number 4, O, carries -0.34; number 5, H, carries 0.28; number 6, H, carries 0.28

Which of them is most stable? Easy: P.

P | # C3H9N5O

An isolated molecule of C3H9N5O (the ωB97M-V functional and the def2-TZVPD basis, the OMol25 dataset).

```
18
Properties=species:S:1:pos:R:3
C 0.790 2.055 0.628
C 0.390 -0.360 0.164
C 0.468 -0.126 -1.323
H 1.299 2.182 -0.343
H 1.305 2.605 1.425
H -0.244 2.452 0.560
H 0.436 -0.537 2.389
H 1.409 -0.447 -1.779
H -1.914 0.162 -0.659
H -2.417 0.974 -2.000
H -1.019 -2.215 -0.933
H -0.547 -3.304 0.311
N 0.788 0.687 1.006
N -0.465 0.398 -2.058
N -1.624 0.797 -1.408
N 0.009 -1.499 0.644
N -0.311 -2.511 -0.261
O 0.379 0.451 2.345
```

HOMO level (eV): -7.877
Total charge: 0
LUMO level (eV): 0.899
SMILES string: CN(O)C(/C=N\N)=N/N

Mulliken population analysis, charges in e, atoms 1 to 6: number 1, C, carries -0.84; number 2, C, carries 0.71; number 3, C, carries -0.36; number 4, H, carries 0.37; number 5, H, carries 0.30; number 6, H, carries 0.29

Q | # C3H9N5O

An isolated molecule of C3H9N5O (the ωB97M-V functional and the def2-TZVPD basis, the OMol25 dataset).

```
18
Properties=species:S:1:pos:R:3
C -0.887 -1.846 -0.003
N -0.162 -0.759 -0.643
C 1.150 -0.261 -0.225
C 0.341 0.448 0.944
N -0.624 -0.462 -1.943
N 0.145 2.408 -0.288
N 0.135 -0.228 2.141
N 0.151 1.716 0.899
O 1.873 0.296 -1.030
H -0.956 0.500 -1.963
H 0.157 -0.517 -2.595
H 0.295 3.387 -0.075
H 0.833 2.075 -0.969
H 0.915 -0.811 2.417
H -0.131 0.410 2.882
H -1.745 -1.453 0.547
H -0.251 -2.395 0.692
H -1.240 -2.509 -0.788
```

HOMO level (eV): -7.713
Total charge: 0
LUMO level (eV): 0.133
SMILES string: CN(N)C(=O)/C(N)=N\N

Mulliken population analysis, charges in e, atoms 1 to 6: number 1, C, carries -0.88; number 2, N, carries 0.49; number 3, C, carries 0.14; number 4, C, carries 0.58; number 5, N, carries -0.80; number 6, N, carries -0.45

Which of them is most stable? Easy: Q.

P | # C40H55Cl2CsF6N5O4SbSe

A structure of composition C40H55Cl2CsF6N5O4SbSe (the ωB97M-V functional and the def2-TZVPD basis, the OMol25 dataset).

```
115
Properties=species:S:1:pos:R:3
Cs -0.585 -0.082 -0.355
C 6.944 3.522 -1.642
C 6.161 4.370 -0.643
C 6.144 5.822 -1.144
C 6.884 4.313 0.712
C 4.727 3.879 -0.482
C 4.197 2.858 -1.188
C 2.851 2.402 -0.952
N 2.235 1.459 -1.631
C 2.567 1.062 -2.868
C 3.256 1.879 -3.815
C 3.542 1.436 -5.066
C 3.156 0.099 -5.408
C 2.458 -0.741 -4.599
C 2.071 -0.267 -3.260
O 1.399 -0.957 -2.473
C 2.072 -2.155 -5.017
C 2.717 -3.164 -4.057
C 0.545 -2.315 -4.997
C 2.556 -2.485 -6.430
C 4.235 2.288 -6.126
C 5.551 1.614 -6.540
C 3.329 2.422 -7.359
C 4.557 3.689 -5.610
C 2.083 2.955 0.194
O 1.002 2.472 0.529
C 2.650 4.152 0.854
C 3.891 4.547 0.492
C 1.840 4.848 1.942
C 2.512 6.138 2.414
C 1.717 3.904 3.145
C 0.441 5.217 1.424
H 7.968 3.894 -1.712
H 6.504 3.567 -2.640
H 6.985 2.476 -1.336
H 7.164 6.201 -1.243
H 5.608 6.480 -0.459
H 5.656 5.885 -2.119
H 7.928 4.613 0.594
H 6.861 3.300 1.118
H 6.427 4.977 1.445
H 4.789 2.306 -1.904
H 3.476 2.896 -3.524
H 3.426 -0.246 -6.397
H 2.368 -3.024 -3.036
H 3.805 -3.060 -4.073
H 2.468 -4.181 -4.368
H 0.141 -2.147 -4.000
H 0.280 -3.329 -5.311
H 0.076 -1.611 -5.688
H 3.643 -2.415 -6.516
H 2.107 -1.832 -7.182
H 2.271 -3.511 -6.670
H 5.384 0.630 -6.977
H 6.207 1.491 -5.676
H 6.072 2.226 -7.282
H 3.131 1.454 -7.819
H 3.803 3.059 -8.111
H 2.371 2.867 -7.086
H 5.221 3.656 -4.744
H 3.654 4.232 -5.325
H 5.058 4.262 -6.394
H 4.317 5.413 0.982
H 3.483 5.951 2.879
H 1.877 6.611 3.165
H 2.650 6.848 1.596
H 2.704 3.696 3.564
H 1.249 2.965 2.859
H 1.102 4.364 3.923
H 0.513 5.867 0.549
H -0.098 5.764 2.204
H -0.130 4.334 1.150
O -2.320 -1.842 -0.810
N -1.679 -2.718 -1.377
N -0.605 -3.142 -0.687
O -0.228 -2.659 0.426
C 0.152 -4.199 -1.295
C -0.249 -4.792 -2.487
C 0.515 -5.821 -3.005
C 1.665 -6.251 -2.354
C 2.049 -5.644 -1.168
C 1.293 -4.616 -0.627
H -1.139 -4.448 -2.991
H 0.210 -6.288 -3.933
H 2.257 -7.055 -2.771
H 2.941 -5.973 -0.652
H 1.558 -4.134 0.302
F -2.476 0.275 1.161
Sb -3.981 1.222 0.469
F -4.977 -0.378 0.492
F -4.522 1.545 2.265
F -5.457 2.225 -0.136
F -2.919 2.785 0.533
F -3.429 0.945 -1.315
C -3.464 -3.612 1.655
N -3.106 -2.687 2.713
C -3.891 -1.621 3.092
C -3.213 -0.950 4.040
N -2.017 -1.615 4.225
C -0.972 -1.200 5.141
C -1.948 -2.693 3.410
Se -0.597 -3.956 3.311
H -4.508 -3.893 1.773
H -2.825 -4.488 1.742
H -3.316 -3.134 0.688
H -4.826 -1.404 2.609
H -3.445 -0.039 4.557
H -1.420 -0.897 6.086
H -0.409 -0.366 4.723
H -0.306 -2.045 5.293
Cl -2.468 4.662 4.852
C -2.492 3.717 3.338
Cl -1.436 2.308 3.411
H -2.143 4.357 2.538
H -3.501 3.366 3.163
```

HOMO level (alpha / beta) (eV): -3.622 / -3.617
Total charge: -1
LUMO level (alpha / beta) (eV): -0.008 / -0.695
Multiplicity: 2

Mulliken population analysis, charges in e, atoms 1 to 6: number 1, Cs, carries 1.19; number 2, C, carries -1.81; number 3, C, carries 1.95; number 4, C, carries -1.65; number 5, C, carries -1.74; number 6, C, carries -0.34

Q | # C40H55Cl2CsF6N5O4SbSe

A structure of composition C40H55Cl2CsF6N5O4SbSe (the ωB97M-V functional and the def2-TZVPD basis, the OMol25 dataset).

```
115
Properties=species:S:1:pos:R:3
Cs -0.403 0.604 0.410
C -6.473 -2.156 -3.969
C -6.201 -3.170 -2.854
C -6.336 -4.575 -3.456
C -7.259 -2.979 -1.758
C -4.824 -2.986 -2.237
C -3.919 -2.077 -2.694
C -2.700 -1.848 -2.009
N -1.775 -1.010 -2.415
C -1.504 -0.634 -3.644
C -1.840 -1.415 -4.776
C -1.529 -1.012 -6.038
C -0.857 0.232 -6.200
C -0.452 1.019 -5.167
C -0.737 0.612 -3.795
O -0.414 1.270 -2.802
C 0.316 2.315 -5.367
C -0.480 3.464 -4.729
C 1.679 2.191 -4.670
C 0.544 2.662 -6.842
C -1.880 -1.827 -7.270
C -2.831 -1.005 -8.151
C -0.596 -2.166 -8.037
C -2.584 -3.142 -6.920
C -2.454 -2.475 -0.700
O -1.531 -2.074 0.015
C -3.346 -3.579 -0.359
C -4.460 -3.781 -1.112
C -3.041 -4.395 0.886
C -3.966 -5.607 1.045
C -3.190 -3.484 2.112
C -1.599 -4.912 0.815
H -7.475 -2.312 -4.365
H -5.766 -2.278 -4.787
H -6.407 -1.136 -3.596
H -7.335 -4.703 -3.868
H -6.173 -5.346 -2.709
H -5.613 -4.714 -4.256
H -8.256 -3.031 -2.191
H -7.137 -2.010 -1.279
H -7.179 -3.746 -0.994
H -4.117 -1.442 -3.545
H -2.302 -2.369 -4.575
H -0.644 0.545 -7.209
H -0.596 3.289 -3.665
H -1.468 3.535 -5.182
H 0.041 4.409 -4.871
H 1.537 2.000 -3.610
H 2.242 3.115 -4.785
H 2.253 1.372 -5.102
H -0.403 2.807 -7.358
H 1.114 1.891 -7.356
H 1.105 3.592 -6.905
H -2.358 -0.095 -8.507
H -3.716 -0.727 -7.582
H -3.144 -1.591 -9.013
H -0.093 -1.270 -8.387
H -0.827 -2.790 -8.899
H 0.089 -2.708 -7.388
H -3.514 -2.959 -6.387
H -1.947 -3.776 -6.309
H -2.821 -3.681 -7.837
H -5.137 -4.571 -0.829
H -5.005 -5.313 1.176
H -3.667 -6.166 1.928
H -3.888 -6.269 0.184
H -4.207 -3.104 2.190
H -2.508 -2.643 2.028
H -2.949 -4.032 3.020
H -1.471 -5.563 -0.048
H -1.361 -5.473 1.716
H -0.904 -4.083 0.735
O 1.782 1.406 -0.377
N 1.672 2.498 -1.004
N 0.728 3.298 -0.718
O -0.218 3.047 0.077
C 0.762 4.507 -1.437
C 1.869 4.825 -2.221
C 1.904 6.027 -2.898
C 0.845 6.917 -2.799
C -0.253 6.598 -2.016
C -0.300 5.395 -1.334
H 2.685 4.124 -2.284
H 2.768 6.282 -3.497
H 0.885 7.860 -3.326
H -1.070 7.298 -1.931
H -1.136 5.123 -0.709
F 0.555 1.202 2.486
Sb -0.209 2.762 3.366
F -1.782 2.898 2.301
F -1.167 1.451 4.419
F -0.936 4.135 4.466
F 1.273 2.564 4.584
F 0.886 4.042 2.470
C 4.013 0.946 2.603
N 4.202 0.567 1.232
C 4.286 1.440 0.192
C 4.351 0.716 -0.953
N 4.303 -0.602 -0.605
C 4.265 -1.704 -1.522
C 4.211 -0.690 0.743
Se 4.315 -2.229 1.707
H 4.858 1.544 2.947
H 3.931 0.049 3.212
H 3.097 1.531 2.706
H 4.275 2.499 0.337
H 4.384 1.037 -1.972
H 5.068 -1.607 -2.256
H 3.303 -1.736 -2.040
H 4.396 -2.628 -0.959
Cl -0.535 -2.893 5.120
C 0.316 -1.625 4.237
Cl 0.791 -2.188 2.644
H 1.207 -1.360 4.804
H -0.361 -0.780 4.130
```

HOMO level (alpha / beta) (eV): -4.261 / -4.260
Total charge: -1
LUMO level (alpha / beta) (eV): -0.055 / -0.606
Multiplicity: 2

Mulliken population analysis, charges in e, atoms 1 to 6: number 1, Cs, carries 1.52; number 2, C, carries -1.99; number 3, C, carries 1.86; number 4, C, carries -1.65; number 5, C, carries -1.69; number 6, C, carries -0.46

Which of them is most stable? Easy: P.

P | # C4H9NO

A cluster of 2 separate species, C4H9NO in total (the ωB97M-V functional and the def2-TZVPD basis, the OMol25 dataset).

```
15
Properties=species:S:1:pos:R:3
N 1.080 -2.040 -1.671
C -0.184 -1.543 -1.222
C -0.515 -0.221 -0.980
C -1.900 0.067 -0.640
C -2.584 1.184 -0.219
H 1.226 -2.969 -1.274
H 1.832 -1.480 -1.262
H -0.931 -2.296 -1.016
H 0.198 0.582 -0.810
H -2.525 -0.746 -1.025
H -3.623 1.232 -0.555
H -2.280 2.020 0.397
H 3.612 1.409 3.738
H 3.048 2.753 3.492
O 3.545 2.047 3.047
```

HOMO level (alpha / beta) (eV): 0.870 / -2.130
Total charge: -1
LUMO level (alpha / beta) (eV): 3.145 / 3.008
Multiplicity: 2

Mulliken population analysis, charges in e, atoms 1 to 6: number 1, N, carries -0.53; number 2, C, carries -0.45; number 3, C, carries -0.30; number 4, C, carries -0.39; number 5, C, carries -0.92; number 6, H, carries 0.23

Q | # C4H9NO

A cluster of 2 separate species, C4H9NO in total (the ωB97M-V functional and the def2-TZVPD basis, the OMol25 dataset).

```
15
Properties=species:S:1:pos:R:3
O 1.970 -1.481 -0.003
C 1.062 -2.400 0.172
H 1.297 -3.338 0.691
H 0.036 -2.268 -0.195
C -1.612 1.803 0.728
C -0.732 0.963 -0.155
C -1.222 0.348 -1.236
N 0.598 0.942 0.210
H -1.398 2.872 0.620
H -1.447 1.563 1.783
H -2.661 1.646 0.483
H -0.602 -0.286 -1.854
H -2.263 0.471 -1.504
H 0.767 0.967 1.204
H 1.171 0.202 -0.218
```

HOMO level (alpha / beta) (eV): 0.057 / -3.098
Total charge: -1
LUMO level (alpha / beta) (eV): 3.893 / 3.875
Multiplicity: 2

Mulliken population analysis, charges in e, atoms 1 to 6: number 1, O, carries -0.82; number 2, C, carries -0.63; number 3, H, carries 0.26; number 4, H, carries 0.22; number 5, C, carries -1.13; number 6, C, carries 0.73

Which of them is most stable? Easy: Q.

P | # C5H3N3

An isolated molecule of C5H3N3 (the ωB97M-V functional and the def2-TZVPD basis, the OMol25 dataset).

```
11
Properties=species:S:1:pos:R:3
C 0.999 0.297 1.935
C -1.608 -1.237 0.577
C -1.087 0.123 0.713
C -0.883 0.246 -0.871
C 0.623 0.656 -0.612
N 1.683 0.485 2.831
N -1.189 -1.096 -0.639
N 0.292 0.351 0.835
H -1.988 -2.107 1.178
H 1.345 -0.069 -1.046
H 0.867 1.678 -0.809
```

HOMO level (alpha / beta) (eV): -8.513 / -8.512
Total charge: 0
LUMO level (alpha / beta) (eV): -1.131 / -1.131

Mulliken population analysis, charges in e, atoms 1 to 6: number 1, C, carries 0.42; number 2, C, carries -0.15; number 3, C, carries 0.10; number 4, C, carries -0.27; number 5, C, carries -0.38; number 6, N, carries -0.44

Q | # C5H3N3

An isolated molecule of C5H3N3 (the ωB97M-V functional and the def2-TZVPD basis, the OMol25 dataset).

```
11
Properties=species:S:1:pos:R:3
C -0.284 0.304 1.021
C -1.112 1.578 -0.389
C 0.092 -0.114 -0.414
C 1.027 -1.207 -0.825
C 1.484 -2.112 -1.558
H -0.511 -0.049 2.854
H -1.792 2.388 -0.600
H 2.343 -2.775 -1.995
N 0.111 -0.307 2.102
N -0.865 1.562 1.050
N -0.492 0.734 -1.245
```

HOMO level (eV): -9.628
Total charge: 0
LUMO level (eV): -2.170
SMILES string: [H]/N=C1\N=CN=C1C#C

Mulliken population analysis, charges in e, atoms 1 to 6: number 1, C, carries 0.38; number 2, C, carries 0.01; number 3, C, carries 0.74; number 4, C, carries -0.40; number 5, C, carries -0.17; number 6, H, carries 0.30

Which of them is most stable? Easy: Q.